(1)
Below is a single C5H7N molecule at a distorted geometry, with properties calculated with the ωB97M-V functional and the def2-TZVPD basis.

- SMILES = Cc1cc[nH]c1
- molar mass (g mol⁻¹) = 81.118
- calculated total energy (eV) = -6787.1006
- largest force on an atom (eV/Å) = 2.68
- charge = 0
- LUMO (eV) = 1.07
- multiplicity = 1
- gap between HOMO and LUMO (eV) = 9.1342

Each line ends with the Löwdin charge.
Geometry (Å):
C: -1.794 -0.154 0.692  -0.065
C: -0.438 -0.072 0.064  -0.305
C: 0.263 1.093 -0.179  -0.095
N: 1.462 0.749 -0.681  -0.036
C: 1.625 -0.623 -0.715  -0.147
C: 0.411 -1.156 -0.280  -0.055
H: -1.891 -1.091 1.248  0.073
H: -1.940 0.669 1.400  0.076
H: -2.603 -0.112 -0.044  0.074
H: 0.031 2.125 0.028  0.118
H: 2.143 1.346 -1.114  0.142
H: 2.608 -0.573 -0.241  0.121
H: 0.122 -2.201 -0.177  0.101

(2)
Below is a molecular structure, C10H26FO8S2Zn at a distorted geometry, with properties calculated with the ωB97M-V functional and the def2-TZVPD basis.

- molar mass (g mol⁻¹) = 422.832
- calculated total energy (eV) = -99975.4660
- largest force on an atom (eV/Å) = 6.35
- charge = -1
- LUMO (eV) = 2.40
- multiplicity = 1
- gap between HOMO and LUMO (eV) = 6.7558

Each line ends with the Löwdin charge.
Geometry (Å):
Zn: -22.396 -22.290 9.919  0.644
C: -22.005 -23.404 13.750  -0.095
C: -23.185 -23.745 12.744  -0.406
O: -23.308 -23.338 11.401  -0.350
H: -21.128 -24.050 13.705  0.048
H: -22.263 -23.458 14.808  0.051
H: -21.564 -22.424 13.567  0.034
H: -24.135 -23.690 13.276  0.077
H: -23.088 -24.830 12.770  0.062
C: -17.890 -21.724 8.985  -0.120
C: -19.348 -21.368 9.498  -0.440
O: -20.374 -22.313 9.557  -0.333
H: -17.587 -22.611 9.543  0.049
H: -17.104 -20.993 8.801  0.049
H: -17.959 -22.100 7.964  0.043
H: -19.610 -20.619 8.751  0.085
H: -19.132 -20.897 10.457  0.062
F: -23.537 -20.939 8.804  -0.570
O: -22.236 -20.766 11.360  -0.312
S: -22.621 -19.654 12.193  0.729
O: -23.134 -19.725 13.599  -0.309
O: -21.372 -18.568 12.084  -0.244
C: -20.166 -18.965 12.668  -0.291
C: -20.102 -18.659 14.174  -0.085
C: -23.872 -18.793 11.236  -0.116
H: -19.446 -18.224 12.321  0.118
H: -19.767 -19.939 12.385  0.112
H: -20.207 -17.659 14.595  0.074
H: -19.070 -18.920 14.409  0.068
H: -20.678 -19.321 14.821  0.064
H: -23.484 -18.303 10.343  0.075
H: -24.346 -18.051 11.879  0.060
H: -24.585 -19.531 10.867  0.072
O: -22.979 -23.646 8.582  -0.328
S: -23.252 -25.029 8.018  0.806
O: -23.851 -25.171 6.679  -0.302
O: -21.837 -25.936 8.089  -0.274
C: -21.825 -27.149 7.349  -0.303
C: -20.850 -28.162 7.928  -0.067
C: -24.167 -25.959 9.316  -0.068
H: -21.419 -26.791 6.403  0.119
H: -22.840 -27.529 7.236  0.112
H: -21.192 -28.384 8.939  0.071
H: -19.815 -27.842 8.056  0.081
H: -20.827 -29.125 7.418  0.075
H: -23.581 -26.864 9.479  0.056
H: -25.068 -26.320 8.819  0.063
H: -24.224 -25.284 10.169  0.056

(3)
Below is 9 unconnected molecules or ions with the total composition C30H80O28P6 at a distorted geometry, with properties calculated with the ωB97M-V functional and the def2-TZVPD basis.

- SMILES = COP(=O)(OC)OC.COP(=O)(OC)OC.COP(=O)(OC)OC.COP(=O)(OC)OC.COP(=O)(OC)OC.COP(=O)(OC)OC.C1CCOC1.C1CCOC1.COCCOC
- molar mass (g mol⁻¹) = 1074.786
- calculated total energy (eV) = -145480.1883
- largest force on an atom (eV/Å) = 2.41
- charge = 0
- LUMO (eV) = 0.14
- multiplicity = 1
- gap between HOMO and LUMO (eV) = 9.2976

Each line ends with the Löwdin charge.
Geometry (Å):
C: -7.400 -0.272 0.192  -0.121
O: -7.041 1.048 0.531  -0.226
P: -6.793 2.185 -0.597  0.401
O: -7.949 2.586 -1.391  -0.217
O: -6.236 3.395 0.341  -0.220
C: -7.213 4.060 1.125  -0.126
O: -5.532 1.680 -1.415  -0.201
C: -4.278 1.392 -0.795  -0.094
H: -8.396 -0.475 0.595  0.093
H: -6.651 -1.013 0.464  0.082
H: -7.630 -0.395 -0.874  0.081
H: -8.197 3.595 1.206  0.086
H: -7.405 5.079 0.786  0.089
H: -6.788 4.103 2.130  0.089
H: -3.652 1.035 -1.610  0.080
H: -4.321 0.563 -0.084  0.083
H: -3.769 2.187 -0.254  0.087
C: 1.620 9.020 0.427  -0.101
O: 1.554 7.702 0.935  -0.195
P: 1.646 6.446 -0.015  0.343
O: 1.058 6.607 -1.352  -0.224
O: 1.015 5.255 0.824  -0.204
C: -0.418 5.268 0.859  -0.102
O: 3.204 6.106 -0.008  -0.195
C: 3.600 4.824 -0.491  -0.106
H: 2.365 9.615 0.959  0.088
H: 0.680 9.564 0.501  0.092
H: 1.986 9.020 -0.602  0.087
H: -0.861 4.597 0.122  0.089
H: -0.912 6.217 0.643  0.087
H: -0.823 4.946 1.817  0.089
H: 4.367 4.956 -1.262  0.091
H: 2.877 4.305 -1.123  0.079
H: 4.032 4.254 0.325  0.079
C: 1.383 -1.203 7.873  -0.081
O: 2.378 -0.651 7.016  -0.203
P: 2.393 -0.920 5.468  0.389
O: 1.114 -0.702 4.797  -0.213
O: 3.159 -2.343 5.324  -0.224
C: 2.706 -3.297 4.350  -0.087
O: 3.464 0.143 4.919  -0.210
C: 4.776 0.213 5.453  -0.106
H: 1.848 -1.810 8.650  0.091
H: 0.766 -1.948 7.362  0.088
H: 0.750 -0.403 8.245  0.095
H: 2.932 -4.274 4.771  0.092
H: 3.047 -3.093 3.338  0.083
H: 1.612 -3.240 4.367  0.075
H: 5.013 -0.649 6.086  0.090
H: 4.872 1.085 6.100  0.098
H: 5.619 0.205 4.762  0.068
C: 2.639 -3.356 -1.667  -0.114
O: 1.482 -4.057 -1.242  -0.223
P: 0.519 -4.738 -2.361  0.393
O: 0.822 -4.301 -3.729  -0.207
O: -0.966 -4.516 -1.841  -0.224
C: -1.459 -5.120 -0.672  -0.102
O: 0.749 -6.287 -2.119  -0.213
C: 2.037 -6.852 -2.281  -0.094
H: 3.311 -3.250 -0.813  0.087
H: 2.509 -2.308 -1.954  0.073
H: 3.189 -3.828 -2.480  0.091
H: -1.494 -6.213 -0.684  0.091
H: -2.458 -4.848 -0.330  0.087
H: -0.796 -4.828 0.151  0.091
H: 2.621 -6.643 -1.381  0.091
H: 2.592 -6.395 -3.105  0.090
H: 2.008 -7.920 -2.474  0.091
C: 1.711 1.545 -0.183  -0.092
O: 0.822 0.716 -0.915  -0.216
P: -0.438 0.005 -0.207  0.403
O: -1.224 0.924 0.615  -0.215
O: -1.210 -0.524 -1.479  -0.199
C: -0.670 -1.442 -2.420  -0.079
O: 0.103 -1.349 0.483  -0.211
C: 0.847 -1.245 1.701  -0.098
H: 2.577 1.739 -0.812  0.075
H: 1.940 1.195 0.825  0.077
H: 1.227 2.511 0.000  0.083
H: 0.309 -1.850 -2.173  0.057
H: -0.537 -0.945 -3.384  0.102
H: -1.413 -2.225 -2.543  0.071
H: 1.866 -0.899 1.522  0.064
H: 0.716 -2.168 2.256  0.083
H: 0.448 -0.457 2.346  0.071
C: 0.981 -0.376 -7.334  -0.084
O: 2.307 0.154 -7.437  -0.216
P: 3.345 0.039 -6.224  0.370
O: 3.717 -1.309 -5.824  -0.214
O: 4.567 0.869 -6.850  -0.217
C: 4.524 2.284 -7.084  -0.088
O: 2.712 0.959 -5.078  -0.209
C: 2.916 0.722 -3.704  -0.103
H: 0.788 -0.890 -6.392  0.084
H: 0.829 -0.984 -8.220  0.091
H: 0.235 0.421 -7.331  0.087
H: 5.027 2.546 -8.012  0.087
H: 5.031 2.792 -6.266  0.086
H: 3.480 2.581 -7.173  0.083
H: 2.175 0.062 -3.250  0.073
H: 2.830 1.650 -3.135  0.076
H: 3.924 0.338 -3.533  0.094
C: -5.744 -3.691 -1.728  -0.098
O: -6.116 -3.400 -3.061  -0.214
C: -5.739 -2.147 -3.612  -0.167
C: -4.219 -1.966 -3.771  -0.233
O: -3.608 -2.825 -4.678  -0.166
C: -3.473 -4.199 -4.312  -0.066
H: -6.473 -3.080 -1.175  0.081
H: -4.745 -3.370 -1.411  0.072
H: -5.817 -4.756 -1.525  0.091
H: -6.198 -1.376 -2.984  0.115
H: -6.171 -2.108 -4.610  0.131
H: -3.767 -2.013 -2.767  0.100
H: -3.992 -0.931 -4.038  0.129
H: -2.864 -4.338 -3.412  0.067
H: -2.858 -4.598 -5.114  0.096
H: -4.443 -4.657 -4.127  0.083
C: 5.154 1.364 2.137  -0.184
C: 4.999 0.075 1.366  -0.147
C: 5.922 -0.860 2.205  -0.180
O: 6.886 0.014 2.799  -0.166
C: 6.630 1.404 2.520  -0.176
H: 4.550 1.504 3.030  0.102
H: 4.942 2.203 1.462  0.099
H: 5.460 0.098 0.379  0.115
H: 3.927 -0.117 1.341  0.080
H: 6.465 -1.501 1.513  0.115
H: 5.283 -1.410 2.899  0.104
H: 7.274 1.709 1.693  0.119
H: 6.816 1.990 3.419  0.118
C: -2.268 1.170 4.331  -0.163
C: -2.968 0.019 3.616  -0.184
C: -3.941 -0.496 4.654  -0.185
O: -3.351 -0.198 5.942  -0.138
C: -2.246 0.676 5.779  -0.216
H: -2.978 1.996 4.229  0.112
H: -1.318 1.508 3.923  0.111
H: -2.346 -0.770 3.196  0.107
H: -3.510 0.537 2.821  0.102
H: -4.060 -1.575 4.559  0.113
H: -4.912 -0.001 4.583  0.115
H: -1.375 0.034 5.949  0.100
H: -2.146 1.585 6.379  0.115

(4)
Below is a single C5H6F2N2O2S molecule at a distorted geometry, with properties calculated with the ωB97M-V functional and the def2-TZVPD basis.

- SMILES = CC1=NN=C(C(C)(F)F)S1(=O)=O
- molar mass (g mol⁻¹) = 196.178
- calculated total energy (eV) = -28623.2420
- largest force on an atom (eV/Å) = 5.07
- charge = 0
- LUMO (eV) = -0.65
- multiplicity = 1
- gap between HOMO and LUMO (eV) = 8.9922

Each line ends with the Löwdin charge.
Geometry (Å):
C: 0.888 -1.836 -0.484  -0.310
C: -0.725 -0.043 0.309  -0.182
C: 1.922 -2.499 -1.274  -0.035
C: -1.158 2.485 1.281  0.045
C: -1.906 1.318 0.689  -0.497
N: -0.042 -2.124 0.332  0.037
N: -0.959 -1.168 0.758  0.044
O: 0.675 0.600 -1.934  -0.294
O: 1.771 0.655 0.296  -0.281
F: -2.876 0.729 1.355  0.133
F: -2.403 1.559 -0.515  0.109
S: 0.852 0.078 -0.604  0.708
H: 1.686 -3.302 -1.819  0.035
H: 2.732 -2.918 -0.632  0.112
H: 2.428 -1.682 -1.937  0.126
H: -0.727 2.219 2.261  0.123
H: -0.355 2.626 0.676  0.047
H: -1.804 3.301 1.241  0.080

(5)
Below is 2 unconnected molecules or ions with the total composition C4H11NO3 at a distorted geometry, with properties calculated with the ωB97M-V functional and the def2-TZVPD basis.

- SMILES = CCNCC(=O)O.O
- molar mass (g mol⁻¹) = 121.136
- calculated total energy (eV) = -11956.9985
- largest force on an atom (eV/Å) = 5.51
- charge = 0
- LUMO (eV) = 0.71
- multiplicity = 1
- gap between HOMO and LUMO (eV) = 9.4895

Each line ends with the Löwdin charge.
Geometry (Å):
C: 2.139 -0.671 -0.635  -0.086
C: 0.694 -1.140 -0.424  -0.293
N: -0.113 -0.133 0.277  -0.083
C: -1.075 -0.577 1.443  -0.098
C: -0.351 -1.323 2.532  -0.505
O: -0.315 -0.532 3.683  0.058
O: 0.129 -2.383 2.320  0.127
H: 2.556 -0.263 0.353  0.094
H: 2.359 0.156 -1.156  0.016
H: 2.797 -1.479 -0.959  0.075
H: 0.530 -2.113 -0.170  0.067
H: 0.200 -0.996 -1.415  0.111
H: 0.662 0.546 0.689  0.134
H: -1.391 0.546 1.723  0.153
H: -1.968 -0.981 0.998  0.104
H: 0.179 -0.790 4.488  0.125
H: -1.575 4.023 -4.798  0.054
H: -3.098 4.037 -4.728  -0.033
O: -2.359 4.074 -4.222  -0.021

(6)
Below is a molecular structure, C3HCuFO2 at a distorted geometry, with properties calculated with the ωB97M-V functional and the def2-TZVPD basis.

- molar mass (g mol⁻¹) = 151.583
- calculated total energy (eV) = -54572.8106
- largest force on an atom (eV/Å) = 2.84
- charge = 0
- LUMO (alpha / beta) (eV) = -1.84 / -1.99
- multiplicity = 2
- gap between HOMO and LUMO (alpha / beta) (eV) = 6.4905 / 7.5202

Each line ends with the Löwdin charge.
Geometry (Å):
C: 0.662 1.419 0.885  0.135
C: 0.473 0.786 -0.316  -0.379
H: 0.226 1.280 -1.265  0.113
F: 1.513 -0.192 -0.605  -0.161
O: -2.224 0.230 -0.094  0.139
C: -1.212 -0.393 -0.031  -0.510
Cu: 1.340 -1.684 1.028  0.646
O: -0.778 -1.446 0.398  0.017

Q: Which of these has the highest molar mass?
A: C30H80O28P6